No. 1
{"formula": "C26H27AlN3O5", "method": "ωB97M-V with the def2-TZVPD basis set", "symbols": ["C", "C", "C", "Al", "C", "C", "C", "C", "C", "O", "N", "C", "C", "C", "C", "C", "C", "H", "H", "H", "H", "H", "H", "H", "H", "H", "H", "H", "H", "H", "H", "H", "H", "H", "C", "C", "C", "C", "C", "C", "N", "O", "O", "H", "H", "H", "H", "H", "C", "C", "C", "C", "C", "C", "N", "O", "O", "H", "H", "H", "H", "H"], "coordinates": [[5.31102, 4.46471, 0.49926], [4.99520, 3.32961, 0.73655], [4.48887, 2.01003, 1.05785], [3.28204, 1.34275, -0.45540], [4.41953, 0.38416, -1.83715], [3.90721, 0.25308, -3.07574], [1.74866, 0.19963, 0.22660], [0.62131, 0.99349, 0.93490], [1.03641, 1.57924, 2.26706], [1.77601, 0.94904, 2.98615], [0.52458, 2.83915, 2.77790], [0.12695, 3.80392, 1.82104], [0.94288, 4.14384, 0.75285], [0.57571, 5.08369, -0.19275], [-0.63809, 5.74825, -0.06267], [-1.44266, 5.44360, 1.02354], [-1.08370, 4.47989, 1.94833], [5.49895, 5.46675, 0.21119], [3.97113, 2.11238, 2.01625], [5.35246, 1.36313, 1.23992], [2.61088, 2.60419, -1.23283], [5.41373, -0.01633, -1.61050], [3.31459, 1.08580, -3.44779], [4.07097, -0.62978, -3.69530], [1.29782, -0.30774, -0.63025], [2.11862, -0.52903, 0.95383], [-0.15067, 0.25843, 1.18136], [0.16877, 1.70166, 0.24355], [-0.27618, 2.59814, 3.35303], [1.89960, 3.64377, 0.65939], [1.26899, 5.25126, -1.00442], [-0.90420, 6.49105, -0.80223], [-2.38080, 5.97140, 1.14759], [-1.74038, 4.26218, 2.78323], [1.35389, -4.38020, 3.85244], [0.91906, -3.06256, 3.89617], [0.16717, -2.54568, 2.85424], [-0.14037, -3.36304, 1.78191], [0.29147, -4.67508, 1.71720], [1.04381, -5.18411, 2.76254], [-0.95116, -2.82020, 0.68516], [-1.29883, -1.66096, 0.77162], [-1.22543, -3.55553, -0.24412], [1.93805, -4.78236, 4.67013], [1.16544, -2.43601, 4.74197], [-0.16733, -1.51899, 2.88501], [0.04834, -5.29750, 0.86886], [1.38781, -6.20889, 2.72861], [-3.46770, -2.06070, -2.06505], [-3.05482, -2.70577, -3.22320], [-3.98662, -3.09818, -4.17040], [-5.32636, -2.83357, -3.94361], [-5.75592, -2.19764, -2.79265], [-4.81698, -1.81112, -1.84958], [-6.31617, -3.22794, -4.95494], [-5.91496, -3.80318, -5.94781], [-7.48263, -2.95589, -4.74378], [-2.73731, -1.75209, -1.33068], [-2.00391, -2.89996, -3.38707], [-3.66626, -3.59999, -5.07135], [-6.80491, -2.00147, -2.62710], [-5.13662, -1.31123, -0.94541]], "atomic_forces_ev_per_a": [[0.069, 0.397, -0.224], [-0.303, -0.274, 0.170], [0.199, 0.392, 0.204], [0.407, 0.266, -0.500], [0.082, 1.146, 0.080], [0.418, -0.136, 0.632], [0.280, 0.548, 0.382], [0.197, -0.206, -0.481], [0.769, -0.286, 0.148], [-0.415, 0.030, 0.261], [-0.506, -0.449, -1.018], [-0.448, 0.388, -0.040], [0.648, -0.368, 0.199], [-0.089, -0.240, 0.344], [0.514, -0.100, -0.174], [-0.397, 0.335, -0.120], [0.069, -0.054, 0.126], [0.133, 0.062, 0.002], [-0.108, -0.202, -0.001], [-0.129, -0.264, -0.098], [-0.085, 0.058, 0.003], [-0.540, -1.287, 0.133], [-0.978, -0.637, 0.013], [0.625, 0.509, -0.578], [0.029, -0.190, 0.029], [-0.031, -0.278, -0.185], [-0.302, 0.240, 0.271], [0.006, 0.217, 0.181], [0.248, 0.151, 0.416], [0.034, 0.061, -0.126], [-0.096, 0.151, -0.124], [-0.235, 0.054, 0.097], [-0.043, -0.034, 0.028], [-0.045, -0.024, 0.014], [-0.021, 0.008, -0.021], [0.024, -0.148, 0.003], [-0.026, 0.228, 0.099], [0.133, -0.084, 0.201], [0.016, -0.242, -0.097], [0.004, 0.102, 0.095], [0.148, 0.022, -0.004], [-0.234, -0.042, -0.089], [0.033, -0.033, 0.024], [0.013, 0.007, -0.011], [0.016, 0.050, -0.043], [0.014, -0.004, -0.125], [-0.065, 0.115, -0.059], [-0.003, -0.001, -0.028], [-0.005, 0.090, 0.041], [-0.102, 0.034, 0.054], [0.196, -0.069, -0.100], [0.143, 0.063, 0.128], [-0.160, 0.099, 0.176], [0.101, -0.068, -0.114], [-0.027, -0.026, -0.014], [-0.012, -0.001, 0.002], [0.002, -0.012, -0.005], [0.006, -0.019, -0.001], [0.000, -0.011, 0.010], [-0.135, 0.008, -0.045], [-0.024, -0.054, -0.134], [-0.013, 0.007, -0.007]], "lowdin_charge": [0.04, -0.30, -0.26, 0.31, -0.24, -0.17, -0.24, -0.20, -0.43, 0.07, 0.11, -0.28, -0.05, -0.07, -0.11, -0.12, -0.05, -0.01, 0.04, 0.05, -0.02, 0.01, 0.01, 0.02, 0.04, 0.04, 0.08, 0.10, 0.13, 0.07, 0.10, 0.09, 0.09, 0.10, -0.07, -0.05, 0.01, -0.14, -0.01, -0.07, -0.32, 0.07, 0.07, 0.10, 0.11, 0.12, 0.12, 0.10, -0.06, -0.05, -0.01, -0.16, -0.01, -0.06, -0.36, 0.07, 0.06, 0.08, 0.11, 0.12, 0.11, 0.11], "orbital_gap_ev": 5.58, "total_charge": -1, "energy_ev": -48698.02515}

=====

No. 2
{"formula": "C10H10O2", "method": "ωB97M-V with the def2-TZVPD basis set", "symbols": ["C", "C", "C", "O", "O", "C", "C", "C", "C", "C", "C", "C", "H", "H", "H", "H", "H", "H", "H", "H", "H", "H"], "coordinates": [[2.71492, 1.06134, -0.58652], [1.67427, 0.63070, -0.91339], [0.41567, 0.06347, -1.51859], [-0.00733, 0.82563, -2.55111], [0.34550, -1.26482, -1.72030], [1.36584, -2.12795, -1.26138], [-0.65416, 0.42677, -0.03462], [-0.56308, 1.62612, 0.65237], [-1.00953, 1.63985, 1.94053], [-1.83574, 0.65388, 2.42619], [-2.00257, -0.51362, 1.66311], [-1.29470, -0.61990, 0.47357], [3.49312, 1.73072, -0.15390], [-0.46211, 0.23557, -3.23995], [1.79640, -2.68464, -2.03369], [1.05136, -2.88844, -0.64148], [2.21707, -1.62612, -0.64970], [0.18426, 2.38086, 0.30640], [-1.01318, 2.59790, 2.42664], [-2.21824, 0.69217, 3.51898], [-2.71719, -1.29342, 2.10117], [-1.48057, -1.54609, -0.20432]], "atomic_forces_ev_per_a": [[3.606, 2.963, 1.967], [-3.057, -2.204, -2.605], [-1.112, 2.265, 5.463], [-0.959, -1.001, -2.652], [0.217, -0.936, -0.673], [2.350, 2.042, 1.266], [3.064, 0.704, -3.308], [2.462, -0.296, -0.841], [-1.604, 1.815, 0.072], [-0.365, -1.663, 1.910], [-1.119, -0.141, 1.962], [-2.844, -3.671, -1.040], [-0.901, -1.339, -0.701], [0.934, 1.130, 1.586], [0.783, -0.241, -1.845], [-1.728, -1.281, 1.731], [-1.562, -0.418, -1.318], [-1.134, -0.352, 0.144], [0.527, 0.165, 0.674], [0.411, 0.086, -2.153], [1.352, 0.895, -1.027], [0.682, 1.478, 1.389]], "lowdin_charge": [0.12, -0.08, -0.51, 0.06, -0.07, -0.06, -0.09, -0.07, -0.12, -0.11, -0.09, -0.10, 0.07, 0.17, 0.07, 0.06, 0.13, 0.13, 0.10, 0.13, 0.12, 0.15], "orbital_gap_ev": 9.78, "smiles": "C#C[C@@](O)(OC)c1ccccc1", "energy_ev": -14622.11058, "relative_energy_kj_mol": 563.0}